Entry from the OMol25 dataset: 2 unconnected molecules or ions with the total composition C21H27N3O4S in a non-equilibrium geometry (ωB97M-V with the def2-TZVPD basis set).

Its total energy is -45711.96409 eV. The multiplicity is 1. The energy above the lowest of the compared OMol25 structures with the same formula, charge and spin comes out at 125.5 kJ/mol. Its total charge is 0. As for the SMILES: COC(=O)Cc1nc(-c2ccccc2)sc1C.CNC(=O)[C@H]1CCCN1C(C)=O. The HOMO energy comes out at -8.2 eV. Its frontier orbital gap is 8.49 eV. The calculation puts the strongest force on any atom at 2.152 eV/Å.

Structure (XYZ):
```
56
Properties=species:S:1:pos:R:3:forces:R:3
O 2.2399 0.5925 3.3786 -0.460 0.239 -0.306
O -0.1478 -1.7582 -7.7767 -1.447 0.746 1.331
O -1.8664 0.2554 6.6470 0.012 0.497 -0.096
N 0.2462 -1.3320 -3.9954 0.772 -0.283 0.413
O -1.9338 -0.9791 -6.5500 0.527 -0.728 -0.054
S 2.2976 -2.5396 -2.9790 -0.896 0.379 -0.577
C 1.2365 0.3848 4.0526 1.350 -0.498 0.217
C -0.8574 -1.7785 -6.7738 0.946 -0.517 -1.862
C -1.2857 1.0265 5.8922 -0.059 -1.444 0.453
C 1.1644 -1.1987 -3.0614 -0.614 -0.300 -0.787
C 1.4508 -3.3018 -4.2984 -0.544 0.224 -0.271
C 0.3943 -2.5126 -4.7111 1.089 -0.237 1.016
C 1.3945 2.2447 -0.4983 -0.018 -0.249 -0.208
C 0.4068 2.1658 -1.4831 0.364 -0.490 -0.002
C 2.2971 1.1917 -0.3323 -0.196 -0.109 -0.321
C 0.3303 1.0394 -2.3093 0.087 0.089 0.116
C 2.2221 0.0666 -1.1602 -0.326 0.418 -0.032
C 1.2393 -0.0257 -2.1669 0.223 0.445 0.486
N -0.6241 2.1102 6.3207 0.354 0.988 -0.194
N 0.0334 0.8993 3.7212 -1.121 0.443 0.054
C -2.3665 -0.1914 -7.6653 0.262 0.385 -0.519
C 1.3794 -0.4834 5.2916 -0.426 0.083 -0.281
C 1.8937 -4.6574 -4.7896 0.096 0.335 0.181
C -0.6158 -2.8841 -5.7605 -0.637 0.572 0.729
C -0.5259 2.5097 7.7237 -0.252 -0.369 -0.188
C -0.2027 1.4873 2.4128 0.292 0.265 -0.809
C -1.7134 1.4867 2.1953 0.168 -0.002 0.430
C -2.2524 1.5646 3.6198 0.136 -0.160 -0.304
C -1.2513 0.7033 4.3986 0.014 -0.220 0.299
H 1.4587 3.1173 0.1447 0.002 -0.096 -0.079
H -0.2978 2.9815 -1.6145 0.066 -0.114 -0.013
H 3.0540 1.2436 0.4466 -0.160 -0.050 -0.124
H -0.4374 0.9963 -3.0780 0.190 -0.134 0.101
H 2.9427 -0.7304 -1.0046 -0.102 -0.009 -0.095
H -0.1571 2.6769 5.6288 0.007 -0.113 0.071
H -2.5895 -0.8263 -8.5296 0.155 0.016 0.195
H -3.2734 0.3604 -7.4015 0.242 -0.317 0.362
H -1.5938 0.5306 -7.9501 -0.084 -0.202 0.038
H 2.3275 -1.0168 5.2358 -0.086 0.192 -0.107
H 0.5683 -1.2079 5.3406 -0.115 0.001 0.269
H 1.3763 0.1426 6.1811 -0.120 -0.062 0.154
H 1.2420 -5.0518 -5.5712 0.035 0.150 0.102
H 1.8970 -5.3689 -3.9584 0.045 0.001 -0.152
H 2.9084 -4.5893 -5.1938 -0.106 -0.141 0.027
H -0.3162 -3.7797 -6.3021 0.081 0.247 -0.077
H -1.5615 -3.1011 -5.2600 -0.041 -0.005 0.074
H -0.0930 3.5083 7.8040 -0.046 -0.161 -0.166
H 0.1009 1.7989 8.2665 -0.051 0.072 0.067
H -1.5193 2.5116 8.1784 0.132 -0.017 -0.026
H 0.2810 0.8999 1.6318 0.307 0.233 0.142
H 0.1757 2.5101 2.4034 0.213 0.022 -0.227
H -2.0209 0.5467 1.7334 -0.060 0.113 -0.105
H -2.0350 2.3359 1.5914 0.005 -0.212 -0.120
H -2.2186 2.5997 3.9649 -0.110 -0.019 0.127
H -3.2664 1.1687 3.6907 0.080 0.168 0.248
H -1.5356 -0.3432 4.2788 -0.176 -0.065 0.404
```
Positions in Å, forces in eV/Å.

These are the Mulliken partial charges, in e, on atoms 1 to 5: -0.6336, -0.5971, -0.6692, -0.4123, -0.2980

Entry from the OMol25 dataset: C21H27N3O6S2 in the gas phase in a non-equilibrium geometry (ωB97M-V with the def2-TZVPD basis set).

Its total energy is -60640.75534 eV. The multiplicity is 1. The energy above the lowest of the compared OMol25 structures with the same formula, charge and spin comes out at 6.2 kJ/mol. Its total charge is 0. As for the SMILES: Cc1ccc(N(CC(=O)Nc2ccc(S(=O)(=O)N3CCOCC3)cc2)S(C)(=O)=O)cc1C. The HOMO energy comes out at -8.7 eV. Its frontier orbital gap is 9.12 eV. The calculation puts the strongest force on any atom at 1.075 eV/Å.

Structure (XYZ):
```
59
Properties=species:S:1:pos:R:3:forces:R:3
C -3.4128 -4.4014 -0.1126 0.003 0.049 0.017
C -3.5916 -2.9174 -0.1904 -0.034 0.088 -0.021
C -4.2699 -2.3444 -1.2570 0.080 0.030 0.041
C -4.4393 -0.9768 -1.3578 0.033 0.242 0.078
C -3.9190 -0.1446 -0.3742 -0.042 -0.733 0.215
C -3.2417 -0.7087 0.6995 0.070 -0.143 -0.090
C -3.0719 -2.0820 0.8027 -0.125 0.048 -0.103
C -2.3155 -2.6498 1.9627 -0.018 -0.011 -0.040
H -1.4295 -3.1790 1.6143 0.091 -0.071 0.051
H -2.0002 -1.8615 2.6407 0.043 0.014 0.075
H -2.9299 -3.3616 2.5131 0.017 -0.071 0.090
H -2.8194 -0.0696 1.4588 0.092 -0.039 0.064
N -4.0940 1.2571 -0.4916 -0.304 0.551 0.720
S -4.1477 2.2080 0.8806 -0.707 -0.209 0.134
O -4.5490 3.5129 0.4586 -0.220 0.186 -0.141
O -2.9108 2.1354 1.6247 -0.044 -0.161 0.206
C -5.4750 1.4453 1.8289 0.617 0.205 -0.514
H -6.3811 1.5560 1.2489 -0.133 0.015 -0.116
H -5.2359 0.4032 1.9937 0.012 -0.150 0.056
H -5.5518 1.9782 2.7685 0.127 0.153 0.091
C -3.5333 1.8898 -1.6702 0.107 0.294 -0.418
H -3.6254 2.9686 -1.5238 0.056 -0.035 -0.241
H -4.0974 1.6092 -2.5637 0.140 0.045 0.132
C -2.0649 1.5038 -1.8922 -0.276 0.057 0.061
O -1.6449 1.1997 -2.9852 -0.005 -0.010 -0.209
N -1.3402 1.5297 -0.7430 0.030 0.214 0.325
C -0.0455 1.0697 -0.5193 0.322 -0.116 -0.002
C 0.7511 0.5163 -1.5223 0.015 -0.074 -0.154
C 2.0154 0.0528 -1.2103 -0.109 0.009 0.029
C 2.4853 0.1486 0.0856 0.585 -0.122 0.219
C 1.7082 0.7004 1.0875 0.069 -0.023 0.090
C 0.4409 1.1593 0.7876 -0.021 -0.047 -0.135
H -0.1876 1.5863 1.5556 -0.035 0.052 0.108
H 2.1107 0.7561 2.0866 -0.022 0.054 0.139
S 4.1177 -0.4723 0.4510 -0.244 0.256 -0.389
O 4.2113 -1.8459 0.0498 0.024 -0.027 -0.258
O 4.4390 -0.1493 1.8164 -0.171 0.207 -0.063
N 5.0192 0.4257 -0.6490 -0.671 -0.649 0.533
C 5.2533 1.7944 -0.2338 0.234 0.452 0.321
H 4.3555 2.1459 0.2759 0.035 0.242 -0.039
C 6.4693 1.8920 0.6942 -0.275 0.148 0.069
H 6.7301 2.9346 0.8837 -0.094 -0.045 0.025
O 7.6078 1.3040 0.1012 0.131 0.089 -0.126
C 7.3798 -0.0578 -0.1926 -0.091 -0.186 -0.224
H 8.3077 -0.4352 -0.6257 -0.086 -0.072 0.042
C 6.2118 -0.2161 -1.1683 0.489 -0.380 0.112
H 5.9713 -1.2683 -1.3161 0.188 0.017 -0.155
H 6.4546 0.2520 -2.1278 -0.046 -0.039 0.063
H 7.1494 -0.6090 0.7315 0.088 0.006 -0.059
H 6.2335 1.3873 1.6410 0.079 0.131 -0.090
H 5.4191 2.3933 -1.1355 -0.069 -0.020 0.077
H 2.6491 -0.3888 -1.9620 0.009 -0.019 -0.195
H 0.3705 0.4506 -2.5278 0.019 -0.001 -0.013
H -1.8059 1.8539 0.1025 0.116 -0.101 -0.226
H -4.9672 -0.5560 -2.1980 -0.093 0.066 -0.116
H -4.6739 -2.9810 -2.0304 -0.040 -0.073 -0.078
H -2.3542 -4.6576 -0.1051 0.069 -0.109 0.011
H -3.8814 -4.8907 -0.9621 -0.010 -0.073 -0.031
H -3.8540 -4.7954 0.8023 -0.003 -0.107 0.053
```
Positions in Å, forces in eV/Å.

These are the Mulliken partial charges, in e, on atoms 1 to 5: -1.5594, 1.3315, -1.1758, -0.7252, -0.1381

Entry from the OMol25 dataset: C21H27N3S in the gas phase (ωB97M-V with the def2-TZVPD basis set).

Its total energy is -37521.27430 eV. The multiplicity is 1. The energy above the lowest of the compared OMol25 structures with the same formula, charge and spin comes out at 60.4 kJ/mol. Its total charge is 0. As for the SMILES: CCCNC(=S)N1CCN(C(c2ccccc2)c2ccccc2)CC1. The HOMO energy comes out at -7.9 eV. Its frontier orbital gap is 8.54 eV. The calculation puts the strongest force on any atom at 0.890 eV/Å.

Structure (XYZ):
```
52
Properties=species:S:1:pos:R:3:forces:R:3
C 3.0716 -0.6085 1.1964 0.214 0.043 -0.023
H 2.7522 -0.9257 2.1860 -0.096 -0.060 0.073
C 4.1791 0.4316 1.3071 -0.246 0.101 0.128
H 5.0417 0.0000 1.8167 0.098 0.031 -0.036
H 4.5008 0.7385 0.3073 0.104 -0.009 -0.007
C 3.7206 1.6624 2.0953 0.482 -0.250 0.057
N 2.6234 2.3367 1.4470 -0.222 0.061 -0.521
C 1.3346 2.2432 1.8474 0.067 0.394 -0.014
N 0.3852 2.7041 0.9913 0.267 -0.049 0.055
C -0.9981 2.7499 1.4052 -0.336 -0.012 0.121
C -1.7187 1.4586 0.9923 0.011 0.021 0.308
N -1.0632 0.8985 -0.1807 -0.037 -0.081 -0.219
C -0.6812 1.9677 -1.0802 0.128 0.077 -0.021
C 0.5307 2.6803 -0.4522 0.019 0.194 -0.350
H 0.6179 3.7021 -0.8447 0.046 -0.104 -0.062
H 1.4285 2.1207 -0.7235 -0.056 0.017 0.036
H -0.3908 1.5525 -2.0465 -0.028 0.119 0.065
H -1.5079 2.6783 -1.2538 0.037 -0.059 -0.027
C -1.8483 -0.1597 -0.7954 0.043 -0.062 -0.040
C -1.1516 -0.7362 -2.0081 -0.050 0.101 -0.254
C -1.8575 -0.9794 -3.1780 0.013 0.071 0.130
C -1.2295 -1.5460 -4.2738 0.015 -0.068 -0.122
C 0.1137 -1.8723 -4.2128 -0.010 -0.043 -0.126
C 0.8251 -1.6324 -3.0486 0.074 -0.008 0.034
C 0.1956 -1.0730 -1.9527 -0.027 0.020 -0.019
H 0.7463 -0.8889 -1.0442 0.096 0.021 0.140
H 1.8737 -1.8869 -2.9942 0.085 -0.022 0.012
H 0.6044 -2.3125 -5.0682 0.037 -0.033 -0.068
H -1.7912 -1.7305 -5.1779 -0.039 -0.015 -0.075
H -2.9063 -0.7233 -3.2345 -0.104 0.046 0.016
C -2.0541 -1.3134 0.1644 -0.209 0.015 0.203
C -3.2171 -2.0675 0.0960 0.045 0.094 0.008
C -3.3991 -3.1568 0.9296 -0.070 -0.089 -0.002
C -2.4189 -3.5025 1.8433 -0.038 -0.098 0.055
C -1.2558 -2.7549 1.9164 0.047 -0.044 0.014
C -1.0709 -1.6708 1.0782 -0.027 0.000 -0.016
H -0.1676 -1.0859 1.1470 0.125 0.139 0.031
H -0.4887 -3.0146 2.6309 0.069 -0.016 0.066
H -2.5622 -4.3498 2.4975 -0.014 -0.062 0.056
H -4.3101 -3.7342 0.8669 -0.069 -0.046 0.001
H -3.9874 -1.8005 -0.6142 -0.079 0.050 -0.075
H -2.8426 0.2212 -1.1064 0.132 -0.102 0.028
H -1.6634 0.7271 1.7999 -0.074 0.121 0.000
H -2.7835 1.6791 0.7962 0.058 -0.003 -0.018
H -1.4537 3.6240 0.9300 0.014 -0.047 -0.005
H -1.0377 2.8766 2.4867 -0.055 0.044 -0.196
S 0.9476 1.6954 3.3636 -0.237 -0.397 0.760
H 2.8191 2.7170 0.5338 -0.090 0.028 0.074
H 4.5501 2.3679 2.2066 -0.077 -0.036 0.053
H 3.3727 1.3647 3.0867 0.138 0.125 -0.125
H 2.2081 -0.1918 0.6815 -0.154 -0.011 -0.037
H 3.4143 -1.4801 0.6434 -0.024 -0.102 -0.066
```
Positions in Å, forces in eV/Å.

These are the Mulliken partial charges, in e, on atoms 1 to 5: -0.5156, 0.3160, -0.4222, 0.3595, 0.3028

Question: Among the records above, which one has the highest frontier orbital gap?
Answer: C21H27N3O6S2